No. 1
# C39H50BGeN6S3Sc

A molecular structure, C39H50BGeN6S3Sc (ωB97M-V/def2-TZVPD, the OMol25 dataset).

Properties
ΔE to the lowest compared entry with this formula, charge and spin, eV: 0.129
LUMO level, eV: -12.22
Total charge: +4

Geometry as XYZ:
```
101
Properties=species:S:1:pos:R:3:lowdin_charge:R:1
C -0.623 -2.864 -1.372 -0.56
H 0.419 5.431 -1.392 0.11
C -4.843 3.170 -3.184 -0.04
C -2.438 3.150 -3.843 -0.02
H -4.909 2.427 -0.831 0.14
C 4.272 -4.441 6.424 -0.02
H -2.728 3.556 -4.812 0.11
C 1.228 1.256 -3.607 -0.03
C 0.419 4.378 -1.115 -0.04
H -5.075 3.563 -4.173 0.11
H -3.115 -4.744 2.265 0.15
C -3.874 1.105 -4.208 -0.02
C 2.722 0.839 1.431 -0.22
H 1.987 1.173 -2.825 0.09
H 4.860 -1.712 8.380 0.13
H 2.743 0.062 -5.499 0.11
C -0.346 -3.339 -2.710 -0.17
H 0.313 1.664 -3.176 0.05
B -0.293 -0.090 -0.757 -0.62
H -4.717 0.517 -3.842 0.10
S -1.277 -3.850 -0.117 0.81
C -3.621 1.289 0.415 -0.21
C 4.901 -3.588 7.336 0.02
H 2.744 -0.993 7.357 0.10
C 1.690 2.639 0.166 -0.16
C 4.362 -2.350 7.664 -0.02
H 4.491 1.087 2.602 0.10
N 0.768 1.824 -0.281 0.21
H 2.515 4.842 1.619 0.09
H -0.501 4.173 -0.564 0.09
H -4.133 1.471 -5.201 0.11
C 1.654 4.090 -0.262 -0.54
H -3.686 -2.701 3.505 0.15
H -5.718 2.604 -2.858 0.10
H -4.699 4.026 -2.522 0.10
H -1.690 -4.982 -2.891 0.11
C -1.053 -4.739 2.885 -0.10
H -3.007 0.450 -4.296 0.06
C -1.726 -2.476 4.346 -0.13
H 2.926 5.420 -1.382 0.11
H 1.595 6.016 0.699 0.11
H -0.386 -4.974 -4.091 0.11
C 3.788 0.303 2.332 -0.04
H 0.743 4.768 1.607 0.10
H -1.531 2.562 -3.979 0.05
C -3.985 1.869 -0.774 0.13
C 2.707 2.145 1.021 0.12
C -2.681 -3.098 3.551 -0.07
H 0.391 -0.866 6.209 0.02
C 0.414 -1.077 -3.304 -0.07
S -1.834 -0.187 1.884 0.77
C 1.676 0.001 0.958 -0.52
C -2.395 0.585 0.419 -0.50
C -3.183 1.745 -1.931 -0.15
H -2.211 3.990 -3.184 0.09
H 4.707 -5.405 6.198 0.13
N 0.108 -0.739 -2.072 0.25
H 2.976 3.759 -1.973 0.09
H -0.800 -5.622 2.313 0.14
H -5.355 1.990 1.440 0.10
H 3.481 2.821 1.358 0.14
C 2.310 -0.665 -4.813 0.00
C 1.627 4.969 0.999 -0.02
C -0.633 -4.758 -3.055 -0.02
H 0.987 -4.393 3.527 0.12
H 0.417 3.787 -2.032 0.07
H -3.914 1.857 2.456 0.10
C -4.469 1.393 1.639 -0.03
H 2.599 -4.734 5.138 0.10
C -3.589 2.302 -3.285 -0.54
H 5.824 -3.907 7.802 0.14
H 0.405 0.732 -6.183 0.11
C -2.358 -4.239 2.853 -0.09
C -0.403 -2.955 4.395 -0.37
N -2.033 1.101 -1.871 0.22
H 1.595 1.962 -4.350 0.11
Sc -0.725 -2.368 1.813 0.43
C 3.175 -1.948 7.083 -0.10
N -0.351 -1.605 -1.152 0.12
H -2.012 -1.598 4.914 0.13
C 0.176 -2.450 -3.610 0.13
C 0.983 -0.091 -4.282 -0.52
C 2.533 -2.805 6.152 -0.38
H 3.027 -0.840 -4.010 0.10
H 0.404 -2.789 -4.611 0.15
C -0.050 -4.087 3.618 -0.13
H 3.837 4.212 -0.493 0.09
C 3.093 -4.063 5.826 -0.08
H 4.341 -0.499 1.839 0.10
H -4.788 0.404 1.972 0.09
H -0.225 -0.890 -5.938 0.10
H 2.173 -1.592 -5.371 0.09
H -0.063 -5.429 -2.409 0.11
H 3.359 -0.112 3.245 0.08
C -0.023 0.059 -5.441 0.01
N -1.666 0.564 -0.704 0.04
C 2.929 4.376 -1.074 -0.01
Ge 0.899 -2.162 5.594 1.33
N 0.791 0.533 0.105 0.04
H -0.966 0.484 -5.098 0.07
S 1.616 -1.678 1.459 0.73
```


No. 2
# C29H58BrF5N7O8

4 unconnected molecules or ions with the total composition C29H58BrF5N7O8 (ωB97M-V/def2-TZVPD, the OMol25 dataset).

Properties
LUMO level, eV: -3.12
Total charge: +1

Geometry as XYZ:
```
108
Properties=species:S:1:pos:R:3:lowdin_charge:R:1
N -3.077 0.053 -3.645 0.19
H -9.976 0.069 4.160 0.08
O 4.897 -0.366 -8.618 -0.17
C -1.511 2.108 1.636 -0.16
C -2.182 -0.836 -3.060 -0.36
H 0.669 -0.149 -2.650 0.17
H -6.312 -0.074 1.941 0.10
C 7.455 1.694 3.792 -0.21
F -3.562 -1.585 -0.315 0.16
H -5.456 -2.104 4.071 0.11
C -0.621 3.330 1.350 -0.17
H 1.979 -2.914 -4.765 0.13
H 1.054 -2.083 -7.150 0.09
H 4.225 -0.916 -5.281 0.11
H 2.518 3.374 2.332 0.05
C 0.645 -1.544 -6.290 -0.11
O 4.581 1.378 1.262 -0.28
H 0.022 -2.220 -5.695 0.08
O -2.069 -1.985 -3.399 0.17
H 0.023 -0.731 -6.663 0.09
C 2.427 -1.917 -4.756 -0.22
H 0.187 4.362 3.055 0.11
F -3.533 2.268 -3.447 0.18
F -4.016 1.846 -0.705 0.12
H -2.288 2.115 0.878 0.09
H 7.854 1.088 5.793 0.12
C -1.846 -0.100 -0.665 0.01
H 7.115 1.591 0.453 0.12
H -7.494 -2.866 4.020 0.11
C 7.030 -1.610 4.401 -0.11
H 3.287 0.164 2.275 0.05
O -9.704 -1.857 4.912 -0.19
C 7.768 0.617 4.810 -0.21
H -6.216 0.280 6.389 0.09
C -4.352 0.555 -0.738 -0.31
C -6.539 -0.267 5.503 -0.09
H 6.470 2.109 4.045 0.10
H -1.980 2.215 2.609 0.13
H -7.502 0.148 5.197 0.07
H -10.642 -0.271 5.765 0.09
C -3.239 -0.294 -0.112 -0.41
H 3.545 1.133 -8.840 0.09
H 3.884 0.720 -7.151 0.09
C -1.350 -0.323 -1.881 -0.08
C 4.292 0.572 2.399 -0.11
C -10.486 -0.684 4.770 -0.11
N 7.486 1.161 2.433 -0.05
H -9.818 -3.652 3.973 0.12
H 7.151 -1.606 3.312 0.08
C -0.747 0.777 1.501 -0.08
H -0.182 3.190 0.361 0.10
H 0.274 0.918 1.829 0.08
N -0.013 -0.058 -1.907 0.20
H 7.943 -1.990 4.866 0.09
N 1.775 3.841 1.833 0.01
H -3.445 -0.302 -4.524 0.18
H -11.461 -0.911 4.331 0.09
H -6.101 -1.783 1.626 0.12
H -6.655 -1.320 5.769 0.09
H 8.721 0.128 4.590 0.13
H -10.290 -2.289 2.953 0.12
H 0.513 2.609 3.033 0.10
O -5.556 -0.076 4.497 -0.18
N -7.822 -1.248 2.680 -0.04
N 3.911 -2.557 -6.594 -0.05
H 2.868 -0.347 -8.172 0.07
C -5.428 -1.132 3.565 -0.22
F -5.442 0.403 0.034 0.11
C 0.471 3.520 2.431 -0.26
H 4.977 -0.274 2.464 0.08
H -1.257 4.208 1.368 0.12
N -0.751 0.354 0.073 0.04
H 5.970 -2.894 -6.651 0.12
C 6.957 2.070 1.422 -0.19
H 6.949 0.305 2.407 0.07
H 2.449 -1.568 -3.715 0.10
C 3.850 -1.949 -5.273 -0.22
H 7.557 2.984 1.423 0.12
H 6.675 -1.100 -8.047 0.12
H -8.046 -3.305 2.391 0.12
H 3.200 -2.140 -7.180 0.07
H 5.232 2.957 2.451 0.11
O 1.650 -0.971 -5.480 -0.21
C -8.156 -2.572 3.195 -0.21
H 6.209 -2.279 4.654 0.09
C 5.204 -2.412 -7.265 -0.19
H -8.104 -0.553 3.358 0.07
Br 2.044 0.888 -0.239 1.05
C 0.294 0.370 -0.674 -0.64
H 5.779 -0.357 -6.741 0.11
F -3.262 -0.089 1.199 0.15
H 1.818 3.569 0.865 0.01
O 6.701 -0.323 4.894 -0.20
H -4.644 0.230 -1.728 0.16
H -4.422 -1.037 3.157 0.10
C -2.600 1.390 -3.736 -0.49
H 4.319 1.146 3.327 0.09
C 3.744 0.309 -8.155 -0.10
H -1.242 -0.006 2.059 0.13
H 8.194 2.495 3.877 0.13
C -9.578 -2.617 3.716 -0.22
C 5.483 2.456 1.510 -0.22
C 5.673 -1.003 -7.621 -0.23
H 4.468 -2.531 -4.583 0.13
H 5.140 -2.982 -8.194 0.12
H 5.293 3.185 0.718 0.12
C -6.403 -1.056 2.388 -0.21
O -1.496 1.739 -4.048 0.20
```


No. 3
# C6H8OS

A molecular structure, C6H8OS (ωB97M-V/def2-TZVPD, the OMol25 dataset).

Properties
ΔE to the lowest compared entry with this formula, charge and spin, eV: 6.664
LUMO level, eV: 0.21

Geometry as XYZ:
```
16
Properties=species:S:1:pos:R:3:lowdin_charge:R:1
H -1.302 1.185 -2.291 -0.01
C -0.083 -0.311 0.639 -0.31
H -0.402 -0.945 -1.635 0.18
H 0.797 -1.538 -1.273 -0.05
O -1.100 1.735 1.435 -0.07
H -1.219 -0.610 0.916 0.18
H 1.349 -2.072 1.531 0.10
S 1.432 1.452 2.177 0.82
C -0.902 1.471 -1.370 -0.02
H -1.057 2.757 -0.831 0.21
C 0.165 1.089 1.367 -0.88
C 0.880 -1.496 0.728 -0.12
H 2.231 -2.540 -0.798 0.10
C -0.488 0.175 -0.864 -0.13
H -1.673 1.489 0.751 0.01
C 1.371 -1.841 -0.483 -0.01
```


No. 4
# C8H6INO

C8H6INO in the gas phase (ωB97M-V/def2-TZVPD, the OMol25 dataset).

Properties
ΔE to the lowest compared entry with this formula, charge and spin, eV: 0.251
LUMO level, eV: -0.04
SMILES: O[C@@]1(I)C=Nc2ccccc21

Geometry as XYZ:
```
17
Properties=species:S:1:pos:R:3:lowdin_charge:R:1
H -2.187 1.320 2.171 0.10
C 1.517 0.307 -1.200 0.00
C -0.333 -0.320 0.161 -0.16
C -1.503 1.698 -0.475 -0.15
H 1.897 1.174 -1.737 0.12
C 0.204 -1.515 0.589 -0.02
C -1.645 0.513 0.527 -0.82
I -3.417 -0.482 -0.188 0.88
C 1.555 -1.656 0.277 -0.10
N -0.470 1.570 -1.214 0.14
H -2.154 2.484 -0.575 0.08
C 0.264 0.499 -0.780 -0.33
H -0.108 -2.094 1.404 0.10
H 2.266 -2.545 0.516 0.13
O -1.470 0.751 1.871 -0.02
C 2.245 -0.760 -0.550 -0.07
H 3.338 -0.944 -0.796 0.12
```


The following gap between HOMO and LUMO values (in Eh) correspond, in order, to the records above: 0.2546; 0.2626; 0.3374; 0.3273.
The following largest force on an atom values (in Eh/bohr) correspond, in order, to the records above: 0.0140; 0.0600; 0.1112; 0.0685.
The following electronic energy values (in Ha) correspond, in order, to the records above: -5900.47871; -5197.96057; -706.60127; -736.07597.